Record 1
{
  "formula": "C36H52BiN2O2PSSe",
  "method": "ωB97M-V/def2-TZVPD",
  "charge": 0,
  "homo_lumo_gap_ha": 0.25387,
  "de_lowest_kcal_mol": 4.4,
  "lumo_ev": 0.074,
  "symbols": ["Bi", "O", "C", "C", "C", "C", "C", "C", "C", "N", "C", "C", "N", "C", "C", "C", "C", "C", "C", "C", "O", "H", "H", "H", "H", "H", "H", "H", "H", "H", "H", "H", "H", "H", "H", "C", "C", "C", "C", "C", "C", "Se", "C", "C", "C", "H", "H", "H", "H", "H", "H", "H", "H", "H", "H", "H", "C", "C", "C", "P", "C", "C", "C", "C", "C", "C", "H", "H", "H", "H", "H", "H", "H", "H", "H", "H", "H", "H", "H", "H", "H", "H", "H", "H", "H", "H", "H", "C", "S", "C", "H", "H", "H", "H", "H", "H"],
  "xyz": [[0.138, -0.241, 0.814], [-1.269, -0.384, 2.633], [-1.849, 0.659, 3.152], [-3.215, 0.566, 3.538], [-3.878, 1.612, 4.125], [-3.220, 2.824, 4.415], [-1.891, 2.931, 4.099], [-1.194, 1.896, 3.440], [0.240, 2.036, 3.272], [0.938, 1.461, 2.367], [2.369, 1.246, 2.572], [2.464, -0.176, 3.139], [1.739, -1.130, 2.277], [2.098, -2.360, 2.310], [1.575, -3.484, 1.575], [2.296, -4.691, 1.713], [1.900, -5.852, 1.107], [0.711, -5.838, 0.358], [-0.018, -4.685, 0.208], [0.407, -3.460, 0.772], [-0.296, -2.388, 0.509], [-3.711, -0.377, 3.341], [-4.927, 1.502, 4.380], [-3.743, 3.635, 4.904], [-1.347, 3.841, 4.340], [0.765, 2.655, 4.012], [2.809, 1.962, 3.272], [2.890, 1.305, 1.615], [1.988, -0.173, 4.122], [3.505, -0.480, 3.256], [2.934, -2.607, 2.972], [3.199, -4.677, 2.318], [2.484, -6.758, 1.206], [0.363, -6.752, -0.109], [-0.933, -4.665, -0.371], [4.563, -5.939, -2.321], [4.006, -4.591, -1.934], [4.664, -3.775, -1.027], [4.188, -2.508, -0.694], [4.954, -1.672, 0.303], [3.013, -2.047, -1.299], [2.389, -0.284, -0.872], [2.312, -2.862, -2.203], [1.017, -2.430, -2.841], [2.830, -4.119, -2.504], [5.347, -6.257, -1.632], [4.996, -5.903, -3.324], [3.783, -6.703, -2.329], [5.578, -4.129, -0.559], [5.881, -2.171, 0.588], [4.361, -1.496, 1.207], [5.191, -0.691, -0.109], [0.219, -2.375, -2.093], [0.717, -3.138, -3.617], [1.112, -1.437, -3.283], [2.295, -4.748, -3.210], [-5.014, 3.122, -0.309], [-4.168, 2.019, 0.327], [-5.001, 0.761, 0.602], [-2.584, 1.470, -0.456], [-3.017, 0.513, -1.988], [-4.123, 1.024, -2.914], [-1.722, 0.254, -2.773], [-1.684, 2.989, -1.028], [-1.470, 3.884, 0.199], [-2.202, 3.804, -2.214], [-5.895, 3.299, 0.319], [-5.367, 2.858, -1.305], [-4.472, 4.065, -0.375], [-3.822, 2.391, 1.298], [-5.478, 0.397, -0.313], [-5.791, 0.977, 1.325], [-4.387, -0.047, 1.006], [-3.343, -0.449, -1.583], [-3.943, 2.045, -3.251], [-5.102, 0.992, -2.439], [-4.172, 0.387, -3.804], [-1.403, 1.146, -3.318], [-1.875, -0.545, -3.504], [-0.888, -0.051, -2.133], [-0.700, 2.595, -1.306], [-2.393, 4.402, 0.479], [-0.708, 4.639, -0.012], [-1.137, 3.308, 1.067], [-3.236, 4.124, -2.087], [-2.133, 3.251, -3.151], [-1.589, 4.706, -2.325], [2.388, 2.905, -2.775], [2.182, 3.301, -1.028], [1.851, 5.067, -1.183], [1.466, 3.101, -3.325], [2.626, 1.845, -2.829], [3.205, 3.490, -3.199], [2.659, 5.555, -1.727], [1.799, 5.482, -0.177], [0.903, 5.247, -1.694]],
  "forces_ev_per_a": [[-0.5, -0.5, 0.0], [0.0, 0.2, 0.0], [0.0, 0.0, 0.0], [0.1, 0.0, 0.0], [0.0, 0.1, 0.0], [-0.1, -0.1, 0.0], [0.1, 0.0, -0.1], [0.1, 0.0, 0.1], [0.0, 0.1, -0.1], [0.3, -0.2, 0.3], [-0.3, -0.1, -0.1], [-0.1, 0.0, -0.1], [0.0, 0.2, 0.2], [0.1, -0.1, -0.1], [0.0, 0.0, 0.1], [0.0, 0.1, 0.1], [-0.1, 0.0, -0.1], [0.1, 0.0, 0.1], [0.0, 0.1, 0.0], [0.0, 0.0, -0.2], [0.2, 0.1, 0.3], [0.0, 0.0, 0.0], [0.1, 0.0, 0.0], [0.0, 0.0, 0.0], [0.0, 0.0, 0.0], [0.0, -0.1, 0.0], [-0.1, 0.0, 0.1], [0.0, 0.0, 0.0], [0.0, 0.0, 0.1], [0.0, 0.0, -0.1], [0.0, 0.0, 0.0], [0.0, 0.0, 0.0], [-0.1, 0.0, 0.0], [0.0, 0.0, 0.0], [0.0, 0.0, 0.0], [-0.1, 0.1, 0.0], [0.0, 0.0, 0.0], [0.0, 0.1, 0.0], [0.1, -0.1, 0.0], [-0.1, -0.1, 0.0], [-0.2, -0.1, 0.3], [0.2, 0.4, -0.5], [0.1, 0.0, 0.0], [0.1, 0.0, 0.1], [0.0, 0.0, 0.0], [0.0, 0.0, 0.0], [0.0, 0.0, 0.0], [0.0, 0.0, 0.0], [0.0, 0.0, 0.0], [0.0, 0.0, 0.0], [0.1, 0.0, -0.1], [0.0, 0.0, 0.0], [0.0, 0.0, 0.0], [0.0, 0.0, 0.1], [0.0, 0.0, 0.0], [0.0, 0.0, 0.0], [-0.1, 0.0, 0.1], [0.0, -0.1, 0.1], [0.0, 0.0, 0.0], [0.1, 0.0, -0.1], [0.1, 0.1, -0.1], [0.0, -0.1, 0.0], [0.0, 0.0, 0.0], [-0.1, 0.1, 0.1], [0.0, 0.0, 0.0], [0.0, 0.0, 0.0], [0.0, 0.0, -0.1], [0.0, 0.0, 0.0], [0.0, 0.0, 0.0], [0.0, 0.0, 0.0], [0.0, 0.0, 0.0], [0.0, 0.0, 0.0], [0.0, 0.0, 0.0], [0.0, -0.1, 0.0], [0.0, 0.0, 0.0], [0.0, 0.0, 0.0], [0.0, 0.0, 0.0], [0.0, 0.0, 0.0], [0.0, 0.1, 0.0], [0.0, 0.0, 0.0], [0.0, 0.0, 0.0], [0.1, 0.0, 0.0], [-0.1, 0.0, 0.0], [0.0, 0.0, 0.0], [0.0, 0.0, 0.0], [0.0, 0.0, 0.0], [0.0, 0.0, 0.0], [0.0, 0.1, 0.0], [0.0, 0.0, 0.0], [0.0, -0.1, 0.0], [0.0, 0.0, 0.0], [0.0, 0.0, 0.0], [0.0, 0.0, 0.0], [0.0, 0.0, 0.0], [0.0, 0.0, 0.0], [0.0, 0.0, 0.0]],
  "lowdin_charge": [1.637, -0.275, -0.393, -0.035, -0.089, -0.105, -0.064, -0.170, -0.106, -0.114, -0.219, -0.183, -0.110, -0.104, -0.139, -0.048, -0.095, -0.072, -0.014, -0.352, -0.306, 0.114, 0.106, 0.096, 0.111, 0.138, 0.121, 0.067, 0.127, 0.116, 0.135, 0.113, 0.100, 0.105, 0.117, -0.054, -0.276, -0.027, -0.309, -0.084, -0.516, 0.595, -0.295, -0.085, -0.020, 0.071, 0.079, 0.074, 0.112, 0.075, 0.044, 0.062, 0.058, 0.077, 0.058, 0.117, -0.104, -0.547, -0.129, 1.025, -0.545, -0.108, -0.127, -0.554, -0.117, -0.102, 0.081, 0.062, 0.054, 0.081, 0.067, 0.080, 0.060, 0.098, 0.059, 0.055, 0.079, 0.070, 0.084, 0.024, 0.059, 0.075, 0.058, 0.048, 0.059, 0.057, 0.072, -0.423, 0.684, -0.428, 0.035, -0.028, 0.036, 0.034, 0.030, 0.020]
}

Record 2
{
  "formula": "C11H30Cl2EuO2P3",
  "method": "ωB97M-V/def2-TZVPD",
  "charge": 2,
  "homo_lumo_gap_ha": [0.23346, 0.33707],
  "multiplicity": 7,
  "lumo_ev": [-9.557, -6.718],
  "symbols": ["C", "C", "H", "H", "H", "O", "Cl", "Eu", "P", "C", "C", "H", "H", "H", "H", "H", "H", "C", "H", "H", "H", "P", "C", "C", "H", "H", "H", "C", "H", "H", "H", "H", "H", "H", "Cl", "C", "P", "C", "C", "O", "H", "H", "H", "H", "H", "H", "H", "H", "H"],
  "xyz": [[-1.683, 3.510, -3.680], [-1.449, 2.216, -2.990], [-0.937, 4.223, -3.309], [-2.718, 3.849, -3.476], [-1.496, 3.365, -4.750], [-1.059, 2.077, -1.848], [-1.744, 0.846, -4.050], [-0.011, -1.673, -0.113], [-2.724, -0.480, 0.574], [-3.207, 0.182, 2.231], [-3.910, 0.545, -0.384], [-4.892, 0.549, 0.117], [-4.720, -1.825, 1.044], [-3.996, 0.132, -1.398], [-3.800, -2.448, -0.378], [-2.848, 1.217, 2.338], [-3.514, 1.569, -0.441], [-3.717, -2.040, 0.642], [-4.306, 0.174, 2.323], [-3.204, -2.772, 1.288], [-2.774, -0.427, 3.040], [2.038, -0.397, -1.944], [3.651, 0.219, -1.303], [2.686, -1.915, -2.752], [1.107, 0.296, -4.056], [2.870, 0.678, -3.967], [1.658, 1.690, -3.096], [1.916, 0.673, -3.419], [1.972, -2.248, -3.519], [3.673, -1.722, -3.200], [4.365, 0.277, -2.136], [4.026, -0.473, -0.536], [2.770, -2.700, -1.979], [3.524, 1.216, -0.859], [1.855, -3.410, 0.242], [0.926, -1.903, 3.557], [1.329, -0.324, 2.810], [0.477, 0.965, 3.685], [3.109, -0.183, 2.903], [0.864, -0.181, 1.359], [1.592, -2.009, 4.428], [1.112, -2.700, 2.824], [-0.128, -1.893, 3.868], [0.576, 0.857, 4.768], [0.875, 1.942, 3.380], [-0.588, 0.944, 3.413], [3.565, -0.884, 2.192], [3.439, 0.831, 2.643], [3.455, -0.434, 3.915]],
  "forces_ev_per_a": [[0.3, 0.2, -0.3], [0.8, 0.4, 1.9], [-0.5, 0.0, 0.1], [0.6, -0.1, -0.2], [-0.4, 0.2, 0.2], [-0.7, -0.4, -1.7], [-0.1, -0.7, 0.1], [2.0, 1.4, 0.4], [-2.0, -0.1, 0.7], [0.7, 0.1, 0.3], [0.6, 0.2, -0.5], [0.5, -0.1, -0.2], [0.4, -0.2, -0.2], [-0.1, 0.3, 0.2], [-0.1, 0.0, 0.4], [-0.1, -0.3, 0.0], [-0.2, -0.2, -0.1], [0.4, -0.1, -0.1], [0.5, -0.1, -0.1], [-0.4, 0.1, -0.2], [-0.2, 0.2, -0.2], [1.3, -0.4, -0.9], [-0.4, 0.1, 0.8], [-0.3, -0.5, 0.3], [0.2, 0.2, 0.0], [-0.3, -0.1, 0.3], [0.1, -0.2, -0.2], [-0.8, 0.3, 0.1], [0.3, 0.0, 0.1], [-0.5, -0.1, 0.1], [-0.3, -0.1, 0.2], [0.0, 0.2, -0.2], [0.2, 0.3, -0.6], [0.1, -0.2, -0.1], [-1.1, 0.6, 0.1], [-0.2, 0.2, -0.1], [0.5, 0.3, 0.5], [0.0, 0.5, 0.4], [0.2, 0.2, 0.1], [-0.9, -1.5, -1.6], [-0.4, -0.2, -0.2], [0.1, 0.0, 0.4], [0.3, -0.2, 0.1], [0.0, 0.1, -0.1], [0.0, -0.2, 0.1], [0.3, -0.1, 0.1], [-0.2, 0.0, 0.2], [-0.1, -0.2, 0.1], [-0.1, 0.1, -0.3]],
  "lowdin_charge": [-0.064, -0.860, 0.102, 0.116, 0.080, -0.025, 0.684, 1.515, 0.704, -0.283, -0.275, 0.067, 0.063, 0.046, 0.047, 0.051, 0.045, -0.304, 0.064, 0.039, 0.040, 0.711, -0.263, -0.318, 0.016, 0.069, 0.046, -0.284, 0.052, 0.065, 0.062, 0.042, -0.047, 0.052, -0.134, -0.170, 0.573, -0.144, -0.145, -0.611, 0.083, 0.001, 0.066, 0.081, 0.081, 0.045, 0.064, 0.076, 0.079]
}

| no. | energy (a.u.) |
| --- | --- |
| 1 | -5018.57842 |
| 2 | -3241.95054 |